C6H12O4 in the gas phase. Source: the Open Molecules 2025 dataset; level of theory: ωB97M-V/def2-TZVPD.

XYZ file:
```
22
Properties=species:S:1:pos:R:3:mulliken_charge:R:1
O -2.38897 2.75058 -0.21751 -0.5645
O -2.93894 2.14121 1.93877 -0.4285
O -0.72428 0.06813 1.50106 -0.3605
O 0.57440 -0.57675 -0.93098 -0.2510
C -2.15394 2.09492 0.82522 0.5489
C -0.79709 1.52345 1.15516 -0.3680
C 2.95638 -0.55033 -0.96026 -1.0023
C 1.67762 -0.96517 -1.78782 -0.3819
C -1.28443 -0.86168 0.51880 -0.3545
C -0.06322 -1.54297 -0.08000 -0.4819
H -3.81916 2.38354 1.63563 0.3593
H -0.59253 2.02182 2.05211 0.3570
H -0.10771 1.89949 0.44680 0.2303
H 2.99366 -1.21102 -0.03269 0.2542
H 3.83366 -0.69404 -1.63973 0.3852
H 2.93253 0.48906 -0.73278 0.2680
H 1.67679 -0.37651 -2.72253 0.2957
H 1.69384 -2.07239 -1.98103 0.2959
H -1.98933 -0.29983 -0.15289 0.2784
H -1.73295 -1.68556 1.06626 0.3008
H -0.34387 -2.53144 -0.60607 0.3335
H 0.59754 -2.00450 0.70448 0.2858
```

Properties
- E (hartree) = -536.708608
- ΔE to the lowest compared entry with this formula, charge and spin (kJ/mol) = 253.5
- structure (SMILES) = CCOCCOCC(=O)O
- frontier orbital gap (eV) = 10.359

---

C2H3NOS in the gas phase. Source: the Open Molecules 2025 dataset; level of theory: ωB97M-V/def2-TZVPD.

XYZ file:
```
8
Properties=species:S:1:pos:R:3:mulliken_charge:R:1
C 0.58382 -0.24483 -0.00092 0.5560
C -0.81541 -0.87844 0.02825 -0.0452
H -0.31861 1.57338 0.13198 0.1622
H 1.41555 1.64414 -0.08041 0.2360
H -0.77782 -2.03622 -0.05946 0.2792
N 0.56789 1.06956 -0.00886 -0.3257
O 1.52820 -0.99636 -0.00116 -0.5733
S -2.18363 -0.13124 -0.00941 -0.2892
```

Properties
- E (hartree) = -606.177050
- ΔE to the lowest compared entry with this formula, charge and spin (kJ/mol) = 27.1
- structure (SMILES) = NC(=O)C=S
- frontier orbital gap (eV) = 8.296

---

A 2-piece molecular cluster, C6H8NO overall. Source: the Open Molecules 2025 dataset; level of theory: ωB97M-V/def2-TZVPD.

XYZ file:
```
16
Properties=species:S:1:pos:R:3:mulliken_charge:R:1
C -3.23196 0.21220 -0.24450 -0.2590
C -2.19293 0.53536 -1.18795 -0.6707
C -2.60839 -0.25444 0.86728 -0.3273
C -1.05002 0.21579 -0.57251 0.2382
C 1.65462 -0.43852 0.61445 -0.2669
C 1.18482 0.33939 -0.54540 -0.1476
N 1.32339 1.04866 0.64176 -0.2219
O -1.24885 -0.18261 0.69305 -0.2658
H -4.29079 0.37400 -0.36243 0.4153
H -2.37712 0.94107 -2.09853 0.5507
H -2.80138 -0.50815 1.97586 0.3316
H 0.97939 -0.96854 1.25430 0.1859
H 2.63404 -0.68316 0.72576 0.3885
H 1.75803 0.43033 -1.48761 0.3617
H 0.37339 1.10391 1.08801 0.3479
H 1.91443 1.95969 0.79734 0.3394
```

Properties
- E (hartree) = -362.965265
- ΔE to the lowest compared entry with this formula, charge and spin (kJ/mol) = 346.6
- total charge = +1
- frontier orbital gap (eV) = 8.568

---

C5H10O as an isolated structure. Source: the Open Molecules 2025 dataset; level of theory: ωB97M-V/def2-TZVPD.

XYZ file:
```
16
Properties=species:S:1:pos:R:3:mulliken_charge:R:1
C 0.41227 -1.37518 -0.99192 -1.3031
C 0.30823 -0.70690 0.36365 0.1756
C 1.38554 0.34615 0.44431 -0.6727
O 0.57300 1.19956 1.25926 -0.4619
C -0.60840 0.43965 0.88238 0.3428
C -1.50724 1.15204 -0.11038 -1.3240
H -0.05627 -2.35430 -1.09243 0.3555
H 1.49970 -1.51733 -1.10748 0.3181
H 0.08162 -0.71680 -1.80141 0.2842
H 0.41752 -1.43887 1.16994 0.3261
H 1.57108 0.82043 -0.53218 0.3172
H 2.34385 -0.03121 0.82047 0.3637
H -1.18308 0.19574 1.78506 0.3241
H -1.93326 2.06461 0.32088 0.3551
H -2.33725 0.49121 -0.39001 0.3021
H -0.96731 1.43121 -1.02014 0.2971
```

Properties
- E (hartree) = -271.699897
- ΔE to the lowest compared entry with this formula, charge and spin (kJ/mol) = 138.4
- frontier orbital gap (eV) = 10.669

---

A 9-piece molecular cluster, C4H25N2O9S overall. Source: the Open Molecules 2025 dataset; level of theory: ωB97M-V/def2-TZVPD.

XYZ file:
```
41
Properties=species:S:1:pos:R:3:mulliken_charge:R:1
N 1.13538 0.48532 -0.03771 -0.5848
C -0.25022 0.71249 -0.68378 0.8743
C -0.38858 1.41045 -2.00302 -0.7059
S 0.72041 2.93065 -1.92413 -0.5479
C -0.81671 -0.69213 -0.66021 0.4000
N -2.12205 -0.92532 -0.41990 -0.0315
C -3.03212 0.21851 -0.14256 -0.8446
O -0.16825 -1.77620 -0.90990 -0.9213
H 1.69748 0.01307 -0.69209 0.2492
H 1.64549 1.41035 0.04923 0.3196
H -0.62549 1.36130 0.22337 -0.7067
H -0.13441 0.70644 -2.81399 0.3693
H -1.52294 1.61376 -2.15349 0.1968
H -2.38712 -1.89432 -0.37947 0.2786
H -2.40955 1.08771 0.05889 0.4082
H -3.56077 0.51546 -1.01410 0.3150
H -3.68801 -0.14160 0.76914 0.2759
H 1.17517 2.97189 0.68529 0.2260
H 0.43511 4.33995 0.30458 0.3224
O 0.80569 3.71874 1.08876 -0.8611
H 1.40918 -1.79841 -1.43265 0.4715
H 2.86603 -2.00158 -0.80076 0.2433
O 2.41165 -1.66335 -1.56554 -0.7362
H -0.14815 -2.76940 2.90888 0.4958
H 0.39075 -2.56556 4.31341 0.2631
O -0.31912 -2.28433 3.77622 -0.7002
H 0.41182 -2.88346 0.87583 0.4221
H 0.56045 -4.22551 1.36523 0.3943
O 0.76329 -3.34310 1.70046 -0.7541
H -1.02973 -3.48435 0.02968 0.1373
H -1.09437 -4.45424 -1.18732 0.3795
O -1.41497 -4.37515 -0.31878 -0.6523
H -0.94465 0.26216 3.06697 0.2932
H 0.23127 0.10982 4.08141 0.2987
O -0.51597 0.64487 3.86656 -0.6266
H -1.34700 2.19486 2.32672 0.2652
H -0.73432 3.22293 1.36999 0.4914
O -1.59796 2.92149 1.80514 -0.7094
H 2.84294 -0.55586 -2.84443 0.3888
H 2.84159 0.97859 -2.99835 0.2956
O 3.21378 0.19199 -3.34106 -0.6925
```

Properties
- E (hartree) = -1352.290027
- ΔE to the lowest compared entry with this formula, charge and spin (kJ/mol) = 318.4
- total charge = -1
- frontier orbital gap (eV) = 6.386

---

A 2-piece molecular cluster, C22H37BNO11 overall. Source: the Open Molecules 2025 dataset; level of theory: ωB97M-V/def2-TZVPD.

XYZ file:
```
72
Properties=species:S:1:pos:R:3:mulliken_charge:R:1
C 6.70426 -0.58685 1.41728 -0.9721
C 6.18271 0.95232 1.38620 -0.4075
O 5.18604 1.09460 0.31799 -0.3258
C 5.23939 2.46534 -0.15609 -0.4964
C 3.91763 2.95685 -0.92255 -0.5857
O 2.73072 2.18841 -0.62460 -0.2782
C 1.85779 2.14907 -1.80598 -0.5796
C 0.36218 1.67780 -1.46009 0.2095
O -0.02164 0.43178 -2.10835 -0.3926
C -1.47749 0.34610 -2.22196 -0.4917
C -2.10203 0.33057 -0.73567 0.1443
C -1.43869 -0.55146 0.38485 -0.4963
N -1.92561 -0.57883 1.75795 0.7409
C -1.23228 -1.45362 2.77330 -0.6002
C -0.62153 -2.80496 2.15333 -0.7950
C -1.69928 -3.73255 1.39808 -0.0709
C -0.91759 -5.03629 0.83495 0.3188
O -0.02652 -5.58083 1.55086 -0.5276
O -1.20915 -5.64506 -0.41780 -0.3551
C -0.11396 -5.50092 -1.36849 -0.0676
C 0.69398 -6.85372 -1.67286 -0.9639
C -3.07501 0.24221 2.13928 0.7517
C -3.64655 0.31051 3.64202 -1.2904
C -2.88708 1.53004 4.35198 0.7409
O -1.75925 1.86821 3.86623 -0.5401
O -3.38356 2.26124 5.45707 -0.4634
C -3.84404 1.13164 1.09658 -0.8498
C -3.34928 1.18100 -0.38237 0.7110
C -4.16931 2.09818 -1.38635 0.1843
O -4.73138 1.58286 -2.39814 -0.5088
O -4.32531 3.50196 -1.15082 -0.5400
B -4.65943 4.01095 -2.51146 0.6827
C -3.35860 4.18603 -3.50652 -0.7941
O -6.00487 4.28511 -2.94505 -0.4690
H 5.75893 -1.24215 1.27978 0.2414
H 7.36382 -0.72945 0.49494 0.2583
H 7.22800 -0.81678 2.40709 0.3251
H 5.74084 1.27510 2.40715 0.2959
H 7.10582 1.60847 1.22401 0.3648
H 6.14792 2.54717 -0.87357 0.2410
H 5.48407 3.14598 0.73138 0.4505
H 3.79984 4.08517 -0.68002 0.3176
H 4.14711 2.90799 -2.05682 0.3694
H 2.39657 1.46196 -2.56204 0.3351
H 1.84509 3.22459 -2.22803 0.3230
H -0.33582 2.49865 -1.88832 -0.0315
H 0.24139 1.67354 -0.31946 0.1747
H -1.84974 1.23497 -2.83445 0.2753
H -1.77692 -0.66392 -2.69877 0.3301
H -0.52097 -1.14843 0.03632 0.3414
H -0.36942 -0.87849 3.28440 0.2407
H -1.92848 -1.77541 3.63056 0.3145
H 0.25139 -2.63146 1.43279 0.3338
H -0.22745 -3.42518 3.04107 0.4375
H -2.20476 -3.20921 0.50668 0.1283
H -2.52464 -4.11415 2.11526 0.3264
H -0.52078 -5.09341 -2.37226 0.3070
H 0.64642 -4.75502 -0.91709 0.1780
H 0.61174 -7.61971 -0.83158 0.2848
H 1.80231 -6.58082 -1.78868 0.2799
H 0.39198 -7.37000 -2.65847 0.2806
H -3.59133 -0.67812 4.20640 0.4413
H -4.76618 0.60787 3.61286 0.4055
H -2.71611 2.98961 5.58734 0.3693
H -4.74228 1.76509 1.38827 0.4167
H -3.54963 4.91035 -4.36509 0.2668
H -3.13220 3.11212 -3.88288 0.2301
H -2.43358 4.46820 -2.86813 0.2156
H -6.42346 4.99801 -2.41309 0.3154
O 3.74755 0.12941 -2.25744 -0.6188
H 3.57527 -0.78621 -2.00667 0.2799
H 4.43239 0.41595 -1.63622 0.3320
```

Properties
- E (hartree) = -1767.255925
- total charge = +1
- frontier orbital gap (eV) = 6.769

---

Copy entry 5 word for word.
A 9-piece molecular cluster, C4H25N2O9S overall. Source: the Open Molecules 2025 dataset; level of theory: ωB97M-V/def2-TZVPD.

XYZ file:
```
41
Properties=species:S:1:pos:R:3:mulliken_charge:R:1
N 1.13538 0.48532 -0.03771 -0.5848
C -0.25022 0.71249 -0.68378 0.8743
C -0.38858 1.41045 -2.00302 -0.7059
S 0.72041 2.93065 -1.92413 -0.5479
C -0.81671 -0.69213 -0.66021 0.4000
N -2.12205 -0.92532 -0.41990 -0.0315
C -3.03212 0.21851 -0.14256 -0.8446
O -0.16825 -1.77620 -0.90990 -0.9213
H 1.69748 0.01307 -0.69209 0.2492
H 1.64549 1.41035 0.04923 0.3196
H -0.62549 1.36130 0.22337 -0.7067
H -0.13441 0.70644 -2.81399 0.3693
H -1.52294 1.61376 -2.15349 0.1968
H -2.38712 -1.89432 -0.37947 0.2786
H -2.40955 1.08771 0.05889 0.4082
H -3.56077 0.51546 -1.01410 0.3150
H -3.68801 -0.14160 0.76914 0.2759
H 1.17517 2.97189 0.68529 0.2260
H 0.43511 4.33995 0.30458 0.3224
O 0.80569 3.71874 1.08876 -0.8611
H 1.40918 -1.79841 -1.43265 0.4715
H 2.86603 -2.00158 -0.80076 0.2433
O 2.41165 -1.66335 -1.56554 -0.7362
H -0.14815 -2.76940 2.90888 0.4958
H 0.39075 -2.56556 4.31341 0.2631
O -0.31912 -2.28433 3.77622 -0.7002
H 0.41182 -2.88346 0.87583 0.4221
H 0.56045 -4.22551 1.36523 0.3943
O 0.76329 -3.34310 1.70046 -0.7541
H -1.02973 -3.48435 0.02968 0.1373
H -1.09437 -4.45424 -1.18732 0.3795
O -1.41497 -4.37515 -0.31878 -0.6523
H -0.94465 0.26216 3.06697 0.2932
H 0.23127 0.10982 4.08141 0.2987
O -0.51597 0.64487 3.86656 -0.6266
H -1.34700 2.19486 2.32672 0.2652
H -0.73432 3.22293 1.36999 0.4914
O -1.59796 2.92149 1.80514 -0.7094
H 2.84294 -0.55586 -2.84443 0.3888
H 2.84159 0.97859 -2.99835 0.2956
O 3.21378 0.19199 -3.34106 -0.6925
```

Properties
- E (hartree) = -1352.290027
- ΔE to the lowest compared entry with this formula, charge and spin (kJ/mol) = 318.4
- total charge = -1
- frontier orbital gap (eV) = 6.386

---

E of number 4 (C5H10O)? -271.699897 hartree

---

Among the records above, which one has the highest E? C5H10O

---

Please write out number 2 again, unchanged.
C2H3NOS in the gas phase. Source: the Open Molecules 2025 dataset; level of theory: ωB97M-V/def2-TZVPD.

XYZ file:
```
8
Properties=species:S:1:pos:R:3:mulliken_charge:R:1
C 0.58382 -0.24483 -0.00092 0.5560
C -0.81541 -0.87844 0.02825 -0.0452
H -0.31861 1.57338 0.13198 0.1622
H 1.41555 1.64414 -0.08041 0.2360
H -0.77782 -2.03622 -0.05946 0.2792
N 0.56789 1.06956 -0.00886 -0.3257
O 1.52820 -0.99636 -0.00116 -0.5733
S -2.18363 -0.13124 -0.00941 -0.2892
```

Properties
- E (hartree) = -606.177050
- ΔE to the lowest compared entry with this formula, charge and spin (kJ/mol) = 27.1
- structure (SMILES) = NC(=O)C=S
- frontier orbital gap (eV) = 8.296